Record 1
C31H32CrF3OSSb as an isolated structure. Source: OMol25; level of theory: ωB97M-V/def2-TZVPD.

For the total energy, the calculation gives -88657.385 eV. The calculation puts the HOMO-LUMO gap (spin up / spin down) at 0.20377 / 0.21223 Ha. The expectation value of S² is 6.032. The LUMO energy (spin up / spin down) comes out at 4.38 / 4.38 eV. The calculation puts the highest occupied orbital energy (spin up / spin down) at -1.17 / -1.40 eV. As for the net charge: -2. The multiplicity is 5. As for the maximum force: 0.0495 Eh/bohr.

Cartesian coordinates (Å):
Cr: -0.34087 -2.92504 -0.04185
C: 1.46558 -3.30576 3.37447
S: 0.73742 -2.49703 4.83299
C: 0.64870 -0.79062 4.47014
O: 0.99344 -1.65093 -0.40927
H: 1.00651 -2.88539 2.53289
H: 1.10827 -4.33353 3.43766
H: 2.55816 -3.16374 3.29613
H: -0.18051 -0.49818 3.83258
H: 1.53545 -0.27955 4.07750
H: 0.46048 -0.30568 5.41960
C: -1.93086 -1.92168 1.01668
C: -3.02133 -2.18585 -0.01439
C: -3.07511 -1.41900 -1.15940
C: -3.97491 -1.74673 -2.15574
C: -4.88720 -2.76719 -1.99876
C: -4.78396 -3.62017 -0.87509
C: -3.87315 -3.28183 0.10355
H: -2.34462 -0.68921 -1.39088
H: -4.00190 -1.25719 -3.12270
H: -5.59930 -2.99963 -2.77660
H: -5.34167 -4.47943 -0.62768
H: -3.76614 -3.92869 0.96118
C: 1.50989 2.85987 3.01872
C: 1.32725 3.66919 1.74995
C: 0.94838 5.01318 1.80807
C: 0.96703 5.82596 0.67433
C: 1.32523 5.20436 -0.55201
C: 1.70996 3.85169 -0.56403
C: 1.64599 3.00400 0.56326
Sb: 1.37736 0.30666 0.19194
C: -0.56419 0.99746 -0.40549
C: -0.70615 2.00255 -1.36893
C: -1.86166 2.76102 -1.36316
C: -2.99420 2.37430 -0.61960
C: -2.88581 1.29488 0.18400
C: -1.67530 0.59042 0.35793
C: -1.57799 -0.44091 1.45126
C: 2.65459 0.47204 -1.60051
C: 3.98041 0.61602 -1.29437
C: 5.02748 0.25031 -2.18208
C: 4.75519 -0.27259 -3.45945
C: 3.43302 -0.39895 -3.78399
C: 2.40394 0.00560 -2.90121
C: 0.96833 -0.11944 -3.40155
H: 2.27428 3.30564 3.66934
H: 1.78762 1.86524 2.62530
H: 0.59083 2.85869 3.63022
H: 0.79664 5.34530 2.80974
H: 0.77896 6.88733 0.60316
H: 1.51141 5.86623 -1.39750
H: 2.01905 3.40290 -1.51218
H: 0.19406 2.32334 -1.89345
H: -1.84001 3.71145 -1.91830
H: -3.91276 2.91400 -0.82293
H: -3.77025 0.95859 0.70618
H: -2.18422 -0.13357 2.30588
H: -0.51794 -0.50863 1.74168
H: -2.20491 -2.40904 1.98899
H: 4.28551 1.03742 -0.32222
H: 6.06927 0.34193 -1.81536
H: 5.59617 -0.58910 -4.05031
H: 3.13172 -0.82460 -4.77643
H: 0.42079 0.72870 -3.89640
H: 0.36834 -0.42623 -2.54984
H: 0.98482 -0.93746 -4.15628
F: 0.54292 -5.37374 -0.89783
C: -0.58924 -5.20021 -0.00649
F: -0.06499 -5.90220 1.13297
F: -1.42934 -6.17756 -0.48403

Cartesian forces, eV/Å:
Cr 0.3 0.0 0.2
C 0.3 0.1 1.2
S 0.4 -1.3 0.4
C 0.0 1.7 -0.4
O -0.5 0.5 0.2
H -0.6 0.6 -1.5
H 0.5 -0.1 -0.1
H -0.5 -0.3 0.2
H -0.1 -0.3 -0.2
H 0.1 -0.5 -0.1
H -0.1 0.1 0.4
C -0.7 -0.2 0.4
C 1.5 0.8 1.9
C -0.5 -0.7 -1.4
C -0.6 0.0 -0.4
C -0.3 -1.7 0.5
C 0.8 1.9 0.0
C 0.0 -0.2 0.0
H 0.5 0.5 0.1
H 0.2 0.4 0.2
H -0.1 0.0 -0.2
H -1.0 -0.9 -0.5
H 0.0 0.0 0.2
C -0.6 0.2 -0.1
C 0.1 -0.3 -0.1
C 0.6 -0.1 -0.4
C 0.2 -1.3 -1.1
C 0.9 0.1 1.2
C -0.6 0.3 0.0
C 0.2 0.2 -1.1
Sb 0.5 -0.6 -0.2
C -0.4 -0.6 0.2
C 0.1 0.4 1.2
C 0.0 0.5 -0.8
C 0.9 1.1 -1.7
C -0.1 -1.2 0.9
C 0.3 1.4 0.2
C 0.3 -1.1 -1.2
C -0.5 -0.3 -0.4
C 2.3 0.2 0.1
C -0.1 0.3 0.5
C 0.6 0.5 2.1
C -1.5 0.0 -0.9
C -0.8 0.3 -0.9
C 0.0 -0.8 -0.6
H 0.2 -0.3 -0.2
H -0.1 0.3 0.9
H 0.2 -0.4 -0.2
H -0.4 0.9 0.5
H -0.2 0.1 0.6
H -0.3 -0.3 -0.2
H 0.0 0.2 0.0
H -0.5 0.0 -0.1
H -0.3 -0.5 0.0
H -0.1 0.0 0.5
H -0.1 -0.2 0.3
H 0.0 0.1 0.1
H -0.4 0.2 0.3
H 0.2 -0.1 -0.8
H -0.2 -0.3 -0.3
H -0.7 0.0 -0.4
H -0.1 -0.2 -0.5
H 0.3 0.5 1.0
H 1.1 -0.3 0.6
H -0.3 -0.2 -0.1
H -0.4 0.3 0.5
F -0.4 0.4 0.2
C 1.4 -1.3 0.1
F -0.4 0.9 -0.2
F -0.5 0.6 -0.1

Record 2
C10Cl4HgN3O2 as an isolated structure. Source: OMol25; level of theory: ωB97M-V/def2-TZVPD.

For the total energy, the calculation gives -73200.681 eV. The calculation puts the HOMO-LUMO gap (spin up / spin down) at 0.22718 / 0.23334 Ha. The expectation value of S² is 0.772. The LUMO energy (spin up / spin down) comes out at 4.27 / 3.99 eV. The calculation puts the highest occupied orbital energy (spin up / spin down) at -1.91 / -2.36 eV. As for the net charge: -2. The multiplicity is 2. As for the maximum force: 0.0100 Eh/bohr.

Cartesian coordinates (Å):
Hg: 0.00290 -0.70840 -0.18628
Cl: -1.55937 6.87100 0.03186
C: -0.70863 5.38168 -0.19471
C: 0.70534 5.38276 -0.19404
Cl: 1.55348 6.87352 0.03352
C: 1.39425 4.20947 -0.40254
Cl: 3.12610 4.22008 -0.44178
C: 0.75029 2.95364 -0.68457
O: 1.38746 1.92291 -0.93024
C: -0.74927 2.95217 -0.68418
O: -1.38434 1.92080 -0.93248
C: -1.39546 4.20741 -0.40456
Cl: -3.12718 4.21508 -0.44546
N: -0.00274 -1.54764 2.87079
C: -0.00081 -1.10324 3.94141
C: 0.00056 -0.64793 5.27121
C: -0.00689 0.72568 5.57332
N: -0.01271 1.84803 5.85858
C: 0.00928 -1.56965 6.32838
N: 0.01644 -2.32702 7.20693

Cartesian forces, eV/Å:
Hg 0.0 -0.1 -0.2
Cl 0.0 0.1 0.0
C -0.2 -0.3 0.0
C 0.2 -0.3 0.0
Cl 0.0 0.1 0.0
C 0.1 0.5 -0.1
Cl 0.0 -0.1 0.0
C 0.1 -0.3 0.0
O -0.1 0.2 0.0
C -0.1 -0.3 0.0
O 0.1 0.2 0.0
C -0.1 0.5 0.0
Cl 0.0 -0.1 0.0
N 0.0 0.1 0.3
C 0.0 -0.3 -0.3
C 0.0 0.2 0.0
C 0.0 0.2 0.1
N 0.0 0.0 0.0
C 0.0 -0.2 0.2
N 0.0 0.0 0.0

Record 3
C4H6CdO3 as an isolated structure. Source: OMol25; level of theory: ωB97M-V/def2-TZVPD.

For the total energy, the calculation gives -14928.909 eV. The calculation puts the HOMO-LUMO gap at 0.29897 Ha. The LUMO energy comes out at -10.85 eV. The calculation puts the highest occupied orbital energy at -18.99 eV. As for the net charge: +2. As for the maximum force: 0.0909 Eh/bohr.

Cartesian coordinates (Å):
C: -4.33684 0.67311 -0.00130
C: -3.12804 0.81037 0.00475
H: -5.41838 0.64756 -0.00597
H: -1.79874 0.70164 -0.10783
H: -3.54746 1.84467 0.58194
Cd: 1.76138 1.57021 -0.51370
O: 1.84281 -0.37937 -0.03552
C: 0.60512 -0.44694 -0.19362
O: -0.06957 0.64442 -0.25228
O: -0.05115 -1.57987 -0.24246
C: 0.64304 -2.82148 0.00699
H: -0.12875 -3.59394 -0.02495
H: 1.38509 -2.97972 -0.78129
H: 1.11287 -2.78404 0.99402

Cartesian forces, eV/Å:
C -1.0 0.4 0.1
C 4.6 0.6 0.2
H 0.1 0.0 0.1
H -3.4 0.2 0.2
H -0.1 -1.3 -0.7
Cd 1.7 3.0 -0.4
O 1.4 -1.5 0.0
C -1.8 -3.1 0.8
O -2.0 0.3 -0.4
O 0.0 1.9 0.0
C 0.5 -0.7 0.0
H 0.2 0.3 0.0
H -0.1 0.0 0.2
H -0.1 0.0 -0.2

Record 4
C16H9Cl4INO4SiTi as an isolated structure. Source: OMol25; level of theory: ωB97M-V/def2-TZVPD.

For the total energy, the calculation gives -115607.169 eV. The calculation puts the HOMO-LUMO gap (spin up / spin down) at 0.23851 / 0.25230 Ha. The expectation value of S² is 0.768. The LUMO energy (spin up / spin down) comes out at -1.42 / -1.70 eV. The calculation puts the highest occupied orbital energy (spin up / spin down) at -7.91 / -8.56 eV. As for the net charge: 0. The multiplicity is 2. As for the maximum force: 0.0550 Eh/bohr.

Cartesian coordinates (Å):
Ti: -1.14835 -2.03043 0.08479
Cl: -0.05293 3.49088 3.72573
C: -0.30736 1.86612 3.18325
C: -0.14591 0.82819 4.06243
C: -0.34669 -0.49683 3.65242
I: -0.12931 -2.08692 4.97874
C: -0.70727 -0.79179 2.35470
O: -0.92037 -2.00676 1.88275
C: -0.89317 0.29528 1.45982
N: -1.29436 -0.06781 0.19916
C: -1.44821 0.88448 -0.71076
C: -1.22842 2.22970 -0.41944
C: -0.85728 2.61595 0.84465
C: -0.68334 1.63485 1.84067
H: 0.13502 1.03101 5.08621
H: -1.75698 0.55729 -1.69407
H: -1.35628 2.96158 -1.20401
H: -0.69503 3.65818 1.08128
O: 0.85157 -1.81538 -3.26552
C: 1.37356 -0.71125 -2.71367
C: 1.68483 0.33112 -3.59019
C: 2.30790 1.47218 -3.13261
C: 2.65158 1.60135 -1.78844
C: 2.31725 0.59493 -0.91003
C: 1.65224 -0.55954 -1.34121
C: 1.22938 -1.50580 -0.27322
O: 1.55096 -1.33263 0.88358
O: 0.43316 -2.53163 -0.62427
H: 0.62396 -2.44826 -2.57063
H: 1.43378 0.20540 -4.63533
H: 2.54968 2.26401 -3.83032
H: 3.16782 2.48271 -1.43232
H: 2.54800 0.67419 0.14391
Cl: -2.16386 -2.11831 -1.92507
Si: -2.63589 -4.14387 0.38273
Cl: -4.18568 -4.86351 -0.71645
Cl: -3.55402 -2.16865 0.93072

Cartesian forces, eV/Å:
Ti -1.6 -2.0 -1.1
Cl 0.0 0.1 0.0
C 0.1 -0.1 0.2
C 0.0 0.3 -0.1
C -0.1 -0.6 -0.2
I 0.0 0.2 0.0
C 0.0 0.5 0.7
O 0.4 0.2 1.9
C -0.1 0.2 0.3
N 0.1 2.5 0.3
C -0.1 -0.4 0.1
C 0.0 0.4 0.1
C -0.1 -0.2 -0.2
C 0.0 -0.2 -0.1
H 0.0 0.0 0.0
H 0.0 0.0 0.0
H 0.0 0.0 0.0
H 0.0 0.0 0.0
O -0.1 -0.1 -0.1
C 0.2 0.1 0.3
C 0.0 0.0 -0.1
C 0.0 0.0 0.0
C 0.0 0.1 0.1
C -0.1 0.0 -0.1
C -0.1 0.0 -0.2
C 1.4 0.2 0.1
O 0.1 0.0 -0.2
O 2.0 -0.3 -1.0
H -0.2 -0.1 0.1
H 0.0 0.0 0.0
H 0.0 0.0 0.0
H 0.0 0.0 0.0
H 0.0 0.0 0.0
Cl -0.6 -0.2 -1.1
Si -0.7 0.6 0.3
Cl -0.2 -0.3 -0.3
Cl -0.6 -0.7 0.3